A cluster of 2 separate species, C4H11N3O2 in total. Source: the OMol25 dataset; level of theory: ωB97M-V/def2-TZVPD.

Atoms and positions in Å:
1 C -3.066 1.720 -1.855
2 C -1.046 1.238 -0.541
3 N 0.145 0.838 -0.779
4 N -1.759 2.076 -1.380
5 N -1.705 0.833 0.653
6 H 0.471 1.177 -1.683
7 H 1.092 -0.741 0.507
8 H -1.253 2.904 -1.681
9 H -1.619 1.619 1.315
10 H -1.143 0.103 1.095
11 H -3.273 2.483 -2.623
12 H -3.874 1.659 -1.127
13 H -3.063 0.746 -2.363
14 C 3.160 -2.656 1.923
15 C 2.520 -2.037 0.756
16 O 1.621 -1.107 1.234
17 O 2.577 -2.312 -0.406
18 H 3.089 -2.217 2.924
19 H 4.264 -2.642 1.907
20 H 2.863 -3.682 2.124

The value obtained for the calculated total energy is -12890.539 eV. The highest occupied orbital energy (spin up / spin down) is 0.039 / -0.186 Eh. Its energy relative to the best compared isomer or geometry (same formula, charge and spin) is 1.6790 eV. The gap between HOMO and LUMO (spin up / spin down) comes out at 0.0802 / 0.3018 Ha. For the maximum force, the calculation gives 3.5 eV Å⁻¹. As for the spin multiplicity: 2. Its charge is -1.

Löwdin analysis output, partial charges in e: number 1, C, carries -0.269; number 2, C, carries -0.761; number 3, N, carries 0.086; number 4, N, carries -0.094; number 5, N, carries 0.062; number 6, H, carries 0.004; number 7, H, carries 0.053; number 8, H, carries 0.003; number 9, H, carries 0.018; number 10, H, carries 0.046; number 11, H, carries 0.042; number 12, H, carries 0.054; number 13, H, carries 0.062; number 14, C, carries -0.048; number 15, C, carries -0.610; number 16, O, carries 0.019; number 17, O, carries 0.090; number 18, H, carries 0.078; number 19, H, carries 0.085; number 20, H, carries 0.081

=====

A structure of composition C38H38GeN5O3PV. Source: the OMol25 dataset; level of theory: ωB97M-V/def2-TZVPD.

Atoms and positions in Å:
1 V -0.261 -1.225 0.064
2 O 3.824 0.322 -0.205
3 C 4.123 0.384 1.131
4 C 5.342 0.938 1.496
5 C 5.686 1.021 2.832
6 C 4.820 0.551 3.818
7 C 3.608 0.005 3.455
8 C 3.234 -0.090 2.109
9 C 1.910 -0.623 1.765
10 O 1.591 -0.720 0.451
11 N 1.078 -1.012 2.668
12 N -0.096 -1.483 2.088
13 C -0.891 -2.141 2.865
14 C -2.119 -2.755 2.445
15 C -2.912 -3.378 3.424
16 C -4.113 -3.961 3.102
17 C -4.543 -3.939 1.770
18 C -3.773 -3.355 0.786
19 C -2.550 -2.760 1.100
20 O -1.808 -2.243 0.109
21 H 2.963 -0.143 -0.227
22 H 6.008 1.290 0.720
23 H 6.639 1.450 3.109
24 H 5.097 0.613 4.860
25 H 2.917 -0.359 4.202
26 H -0.585 -2.233 3.907
27 H -2.555 -3.386 4.447
28 H -4.713 -4.437 3.864
29 H -5.484 -4.402 1.503
30 H -4.090 -3.353 -0.248
31 C -5.842 -0.381 2.141
32 C -5.685 0.070 0.836
33 C -4.447 0.510 0.402
34 C -3.357 0.507 1.279
35 C -3.523 0.043 2.587
36 C -4.766 -0.392 3.016
37 Ge -1.660 1.138 0.699
38 C -0.468 2.018 1.901
39 C 0.838 2.320 1.506
40 C 1.703 2.960 2.377
41 C 1.267 3.305 3.649
42 C -0.032 3.023 4.048
43 C -0.901 2.379 3.181
44 C -1.523 1.720 -1.144
45 C -2.065 0.972 -2.196
46 C -2.058 1.478 -3.488
47 C -1.504 2.728 -3.743
48 C -0.954 3.473 -2.708
49 C -0.960 2.972 -1.412
50 H -6.813 -0.720 2.478
51 H -6.532 0.089 0.164
52 H -4.342 0.886 -0.608
53 H -2.685 0.025 3.272
54 H -4.895 -0.743 4.031
55 H 1.188 2.043 0.517
56 H 2.718 3.177 2.071
57 H 1.944 3.802 4.332
58 H -0.370 3.310 5.034
59 H -1.918 2.183 3.497
60 H -2.510 0.001 -2.001
61 H -2.515 0.916 -4.293
62 H -1.528 3.134 -4.746
63 H -0.547 4.457 -2.903
64 H -0.556 3.571 -0.605
65 C 1.785 0.312 -5.047
66 N 2.495 0.648 -3.730
67 C 3.645 -0.364 -3.520
68 N 3.152 -1.694 -3.583
69 C 2.477 -1.944 -4.851
70 N 1.345 -1.039 -5.049
71 C 0.243 -1.296 -4.124
72 P 0.769 -1.046 -2.363
73 C 1.527 0.631 -2.588
74 C 2.329 -2.055 -2.431
75 H 2.514 0.481 -5.841
76 H 0.952 1.008 -5.146
77 H 2.900 1.583 -3.801
78 H 4.092 -0.138 -2.552
79 H 4.356 -0.174 -4.325
80 H 2.124 -2.973 -4.877
81 H 3.187 -1.801 -5.667
82 H -0.103 -2.322 -4.254
83 H -0.594 -0.635 -4.353
84 H 2.058 0.937 -1.687
85 H 0.738 1.358 -2.794
86 H 2.067 -3.113 -2.491
87 H 2.895 -1.912 -1.510

The value obtained for the calculated total energy is -145095.242 eV. The highest occupied orbital energy (spin up / spin down) is -0.468 / -0.471 Eh. The gap between HOMO and LUMO (spin up / spin down) comes out at 0.2481 / 0.2085 Ha. For the maximum force, the calculation gives 0.5 eV Å⁻¹. As for the spin multiplicity: 4. Its charge is +2.

Löwdin analysis output, partial charges in e: number 1, V, carries 0.781; number 2, O, carries 0.003; number 3, C, carries -0.249; number 4, C, carries -0.005; number 5, C, carries -0.048; number 6, C, carries -0.062; number 7, C, carries -0.015; number 8, C, carries -0.097; number 9, C, carries -0.370; number 10, O, carries -0.278; number 11, N, carries 0.118; number 12, N, carries -0.083; number 13, C, carries -0.026; number 14, C, carries -0.161; number 15, C, carries -0.027; number 16, C, carries -0.060; number 17, C, carries -0.040; number 18, C, carries 0.003; number 19, C, carries -0.310; number 20, O, carries -0.232; number 21, H, carries 0.014; number 22, H, carries 0.123; number 23, H, carries 0.117; number 24, H, carries 0.112; number 25, H, carries 0.118; number 26, H, carries 0.149; number 27, H, carries 0.124; number 28, H, carries 0.115; number 29, H, carries 0.119; number 30, H, carries 0.125; number 31, C, carries -0.043; number 32, C, carries -0.052; number 33, C, carries -0.089; number 34, C, carries -0.305; number 35, C, carries -0.114; number 36, C, carries -0.056; number 37, Ge, carries 1.169; number 38, C, carries -0.310; number 39, C, carries -0.128; number 40, C, carries -0.055; number 41, C, carries -0.038; number 42, C, carries -0.046; number 43, C, carries -0.085; number 44, C, carries -0.316; number 45, C, carries -0.148; number 46, C, carries -0.087; number 47, C, carries -0.068; number 48, C, carries -0.064; number 49, C, carries -0.096; number 50, H, carries 0.120; number 51, H, carries 0.117; number 52, H, carries 0.096; number 53, H, carries 0.099; number 54, H, carries 0.120; number 55, H, carries 0.092; number 56, H, carries 0.118; number 57, H, carries 0.119; number 58, H, carries 0.118; number 59, H, carries 0.099; number 60, H, carries 0.105; number 61, H, carries 0.117; number 62, H, carries 0.118; number 63, H, carries 0.119; number 64, H, carries 0.106; number 65, C, carries -0.094; number 66, N, carries -0.048; number 67, C, carries -0.080; number 68, N, carries -0.135; number 69, C, carries -0.137; number 70, N, carries -0.137; number 71, C, carries -0.264; number 72, P, carries 1.057; number 73, C, carries -0.219; number 74, C, carries -0.261; number 75, H, carries 0.152; number 76, H, carries 0.143; number 77, H, carries 0.191; number 78, H, carries 0.134; number 79, H, carries 0.153; number 80, H, carries 0.145; number 81, H, carries 0.146; number 82, H, carries 0.111; number 83, H, carries 0.080; number 84, H, carries 0.088; number 85, H, carries 0.076; number 86, H, carries 0.113; number 87, H, carries 0.093

=====

A cluster of 2 separate species, C3H9NO2 in total. Source: the OMol25 dataset; level of theory: ωB97M-V/def2-TZVPD.

Atoms and positions in Å:
1 C -0.344 -1.662 -0.364
2 C -1.539 -1.442 -1.265
3 O -2.623 -1.925 -1.025
4 N -1.283 -0.718 -2.384
5 H 0.572 -1.870 -0.914
6 H -0.568 -2.553 0.213
7 H -2.004 -0.654 -3.081
8 H -0.466 -0.134 -2.395
9 H -0.144 -0.892 0.382
10 C 1.712 1.790 1.672
11 O 0.398 2.065 2.193
12 H 0.275 3.025 2.240
13 H 1.751 0.704 1.721
14 H 1.786 2.141 0.647
15 H 2.478 2.124 2.359

The value obtained for the calculated total energy is -8841.897 eV. The highest occupied orbital energy is -0.358 Eh. Its energy relative to the best compared isomer or geometry (same formula, charge and spin) is 1.0586 eV. The gap between HOMO and LUMO comes out at 0.3830 Ha. The structure (SMILES) is CC(N)=O.CO. For the maximum force, the calculation gives 1.7 eV Å⁻¹. Its charge is 0.

Löwdin analysis output, partial charges in e: number 1, C, carries -0.013; number 2, C, carries -0.604; number 3, O, carries 0.044; number 4, N, carries 0.145; number 5, H, carries 0.076; number 6, H, carries 0.079; number 7, H, carries 0.106; number 8, H, carries 0.097; number 9, H, carries 0.073; number 10, C, carries -0.149; number 11, O, carries -0.142; number 12, H, carries 0.073; number 13, H, carries 0.069; number 14, H, carries 0.074; number 15, H, carries 0.071

=====

A structure of composition C11H20N3O6PtS. Source: the OMol25 dataset; level of theory: ωB97M-V/def2-TZVPD.

Atoms and positions in Å:
1 Pt 0.494 0.229 0.103
2 O 3.190 -0.635 -3.049
3 C 2.375 0.049 -2.276
4 O 2.506 0.106 -1.064
5 C 1.322 0.798 -3.079
6 O 0.075 0.845 -2.439
7 C -0.854 -0.174 -2.784
8 C -0.740 -1.460 -1.915
9 O -1.589 -2.313 -2.083
10 O 0.261 -1.531 -1.088
11 H 3.883 -1.075 -2.533
12 H 1.259 0.363 -4.077
13 H 1.670 1.830 -3.166
14 H -0.764 -0.458 -3.834
15 H -1.846 0.242 -2.613
16 C -1.743 4.949 0.728
17 N -0.624 4.107 1.138
18 C -0.022 4.303 2.455
19 C -0.241 3.088 0.401
20 O 0.641 2.282 0.765
21 H -1.694 5.901 1.248
22 H -2.693 4.471 0.974
23 H -1.710 5.133 -0.344
24 H -0.229 5.312 2.796
25 H 1.052 4.151 2.388
26 H -0.426 3.588 3.174
27 H -0.732 3.016 -0.577
28 C 1.500 -2.365 2.168
29 N 0.200 -2.869 1.782
30 C 0.009 -4.262 1.360
31 C -1.331 -4.219 0.611
32 N -1.817 -2.875 0.936
33 C -0.846 -2.130 1.447
34 S -1.011 -0.433 1.771
35 H 2.083 -3.188 2.575
36 H 1.401 -1.600 2.935
37 H 2.019 -1.942 1.303
38 H -0.025 -4.909 2.238
39 H 0.833 -4.575 0.720
40 H -2.034 -4.976 0.951
41 H -1.213 -4.299 -0.468
42 H -2.587 -2.478 0.424

The value obtained for the calculated total energy is -42563.440 eV. The highest occupied orbital energy is -0.422 Eh. Its energy relative to the best compared isomer or geometry (same formula, charge and spin) is 0.4149 eV. The gap between HOMO and LUMO comes out at 0.2824 Ha. For the maximum force, the calculation gives 1.8 eV Å⁻¹. Its charge is +1.

Löwdin analysis output, partial charges in e: number 1, Pt, carries 0.924; number 2, O, carries 0.180; number 3, C, carries -0.473; number 4, O, carries 0.011; number 5, C, carries -0.097; number 6, O, carries -0.184; number 7, C, carries -0.087; number 8, C, carries -0.601; number 9, O, carries 0.078; number 10, O, carries -0.169; number 11, H, carries 0.156; number 12, H, carries 0.144; number 13, H, carries 0.156; number 14, H, carries 0.140; number 15, H, carries 0.138; number 16, C, carries -0.014; number 17, N, carries -0.153; number 18, C, carries 0.000; number 19, C, carries -0.289; number 20, O, carries -0.166; number 21, H, carries 0.094; number 22, H, carries 0.102; number 23, H, carries 0.097; number 24, H, carries 0.094; number 25, H, carries 0.099; number 26, H, carries 0.106; number 27, H, carries 0.151; number 28, C, carries -0.040; number 29, N, carries -0.133; number 30, C, carries -0.076; number 31, C, carries -0.095; number 32, N, carries 0.063; number 33, C, carries -0.743; number 34, S, carries 0.669; number 35, H, carries 0.100; number 36, H, carries 0.083; number 37, H, carries 0.081; number 38, H, carries 0.132; number 39, H, carries 0.133; number 40, H, carries 0.126; number 41, H, carries 0.114; number 42, H, carries 0.146